Density functional theory data (ωB97M-V with the def2-TZVPD basis set) for a cluster of 2 separate species, C10H16O in total at a distorted geometry.

Summary:
F_max	5.6	eV/A
frontier orbital gap (spin up / spin down)	9.7 / 6.1	eV
expectation value of S²	0.767
LUMO energy (spin up / spin down)	-4.05 / -7.64	eV
electronic energy	-465.47171	Ha
highest occupied orbital energy (spin up / spin down)	-13.78 / -13.78	eV
energy relative to the best compared isomer or geometry (same formula, charge and spin)	70.3	kcal per mole

ORCA input file:
```
! RIJCOSX wB97M-V def2-TZVPD def2/J DEFGRID3
* xyz 1 2
C 1.595 1.005 2.306
C 0.210 -1.761 0.020
C 1.031 -0.908 0.624
C -1.035 -2.028 0.670
C 0.601 -0.077 1.641
C -1.501 -1.212 1.749
C -0.653 -0.284 2.259
O -1.986 -2.756 0.092
H 0.385 -2.040 -1.097
H 1.907 -0.395 -0.018
H -1.528 -3.443 -0.458
H -2.500 -1.231 2.095
H 2.305 1.112 1.625
H 1.958 0.609 3.240
H -0.955 0.403 2.910
H 1.384 2.073 2.659
C 1.044 1.981 -2.726
C 0.613 2.587 -1.391
C -0.253 1.913 -3.632
H 1.746 2.648 -3.269
H 1.290 0.799 -2.581
H 0.660 3.745 -1.574
H 1.317 2.606 -0.632
H 0.081 1.563 -4.660
H -0.865 1.149 -3.184
H -0.381 2.304 -0.950
H -0.829 2.834 -3.961
*
```


Density functional theory data (ωB97M-V with the def2-TZVPD basis set) for an isolated molecule of C10H16O2S at a distorted geometry.

Summary:
F_max	4.9	eV/A
frontier orbital gap	9.4	eV
SMILES	CC[C@H]1CCC(=O)C(=O)[C@]1(S)CC
LUMO energy	0.34	eV
electronic energy	-939.23039	Ha
highest occupied orbital energy	-9.04	eV
energy relative to the best compared isomer or geometry (same formula, charge and spin)	0.0	kcal per mole

ORCA input file:
```
! RIJCOSX wB97M-V def2-TZVPD def2/J DEFGRID3
* xyz 0 1
C -0.624 1.399 1.574
C -1.759 0.461 2.323
C -2.080 -0.629 1.462
C -0.989 -1.327 0.659
C -0.141 -0.309 -0.199
C 0.467 0.767 0.678
C 0.147 -1.909 -2.138
C 0.917 2.018 -1.513
C 0.840 -1.168 -0.889
C 1.371 1.748 -0.053
O -0.824 2.577 1.573
O -2.150 0.666 3.431
S 1.509 0.080 2.095
H -2.523 -1.428 2.053
H -2.847 -0.222 0.870
H -0.277 -1.826 1.350
H -1.444 -2.171 0.092
H -0.839 0.292 -0.948
H 0.769 -2.796 -2.422
H 0.113 -1.075 -2.884
H -0.830 -2.324 -1.845
H 1.726 2.476 -2.142
H 0.109 2.801 -1.404
H 0.518 1.112 -1.959
H 1.662 -0.434 -1.105
H 1.201 -1.964 -0.167
H 1.460 2.562 0.507
H 2.332 1.307 -0.184
H 2.184 -0.686 1.185
*
```


Density functional theory data (ωB97M-V with the def2-TZVPD basis set) for an isolated molecule of C10H16O4 at a distorted geometry.

Summary:
F_max	3.8	eV/A
frontier orbital gap (spin up / spin down)	6.9 / 8.3	eV
LUMO energy (spin up / spin down)	-0.54 / 0.40	eV
electronic energy	-691.33118	Ha
highest occupied orbital energy (spin up / spin down)	-7.48 / -7.90	eV
energy relative to the best compared isomer or geometry (same formula, charge and spin)	185.7	kcal per mole

ORCA input file:
```
! RIJCOSX wB97M-V def2-TZVPD def2/J DEFGRID3
* xyz 0 1
C -1.408 0.556 -0.021
C -2.525 0.569 -0.619
C -0.715 -0.681 0.418
C 0.683 -0.840 0.427
C 1.050 0.055 -1.855
C 2.865 -1.207 -0.698
C 2.301 1.083 0.087
C -0.692 2.070 1.606
C -4.139 -1.081 -0.241
C 1.727 -0.179 -0.484
O -1.468 -1.494 1.026
O 1.144 -1.692 1.358
O -0.740 1.756 0.192
O -3.492 -0.049 -1.092
H 1.766 -0.111 -2.568
H 0.851 1.038 -1.857
H 0.199 -0.493 -2.094
H 3.692 -0.650 -1.072
H 3.134 -1.674 0.332
H 2.572 -1.771 -1.523
H 1.554 1.567 0.605
H 2.690 1.846 -0.601
H 3.097 0.783 0.836
H -0.068 2.851 1.749
H -0.260 1.352 2.314
H -1.699 2.531 2.053
H -4.369 -1.738 -1.041
H -4.874 -0.748 0.374
H -3.444 -1.402 0.541
H 0.569 -2.247 1.848
*
```


Density functional theory data (ωB97M-V with the def2-TZVPD basis set) for a cluster of 2 separate species, C10H16OS in total at a distorted geometry.

Summary:
F_max	2.8	eV/A
frontier orbital gap	9.2	eV
SMILES	CCc1ccc(O)cc1.CSC
LUMO energy	0.76	eV
electronic energy	-864.01403	Ha
highest occupied orbital energy	-8.47	eV
energy relative to the best compared isomer or geometry (same formula, charge and spin)	30.8	kcal per mole

ORCA input file:
```
! RIJCOSX wB97M-V def2-TZVPD def2/J DEFGRID3
* xyz 0 1
C 2.699 0.571 -0.501
C 2.081 -0.165 -1.703
C 1.664 0.686 0.596
C 1.361 -0.413 1.367
C 0.975 1.877 0.837
C 0.297 -0.314 2.305
C 0.014 1.999 1.798
C -0.417 0.863 2.456
O -1.397 0.828 3.467
H 3.514 -0.054 -0.142
H 2.927 1.582 -0.828
H 1.006 -0.182 -1.798
H 1.949 -1.314 1.266
H 1.301 2.730 0.228
H 0.251 -1.229 2.880
H -0.446 2.961 1.989
H -2.071 0.276 3.066
H 2.424 -1.215 -1.749
H 2.489 0.228 -2.636
C -0.868 -1.772 -3.298
C -2.913 -0.567 -1.787
S -1.235 -1.283 -1.624
H -0.378 -0.962 -3.822
H -0.241 -2.651 -3.359
H -1.793 -2.092 -3.780
H -2.742 0.478 -1.970
H -3.604 -0.739 -0.966
H -3.490 -0.691 -2.689
*
```


Density functional theory data (ωB97M-V with the def2-TZVPD basis set) for a cluster of 2 separate species, C10H16P2S in total at a distorted geometry.

Summary:
F_max	3.3	eV/A
frontier orbital gap	7.2	eV
SMILES	Cc1cc(C)c(P)c(C)c1.CP=S
LUMO energy	-1.18	eV
electronic energy	-1471.46029	Ha
highest occupied orbital energy	-8.36	eV
energy relative to the best compared isomer or geometry (same formula, charge and spin)	0.0	kcal per mole

ORCA input file:
```
! RIJCOSX wB97M-V def2-TZVPD def2/J DEFGRID3
* xyz 0 1
C 1.419 -1.051 1.638
C 2.339 0.648 0.258
C 2.577 -0.358 1.197
C 0.100 -0.755 1.173
C 1.077 1.031 -0.207
C -0.084 0.388 0.373
C 3.987 -0.642 1.566
C -1.085 -1.567 1.605
C 0.955 2.150 -1.254
C -3.231 -0.804 -2.595
P -1.734 0.877 -0.312
P -3.945 0.924 -2.420
S -5.622 0.527 -1.408
H 1.474 -1.839 2.317
H 3.207 1.286 -0.222
H 4.598 -0.855 0.669
H 4.452 0.129 2.191
H 4.011 -1.685 1.957
H -0.953 -2.183 2.517
H -1.890 -0.872 1.781
H -1.345 -2.221 0.757
H 0.864 3.099 -0.721
H 1.782 2.030 -1.936
H -0.032 2.102 -1.803
H -2.575 -0.913 -3.364
H -4.033 -1.456 -2.919
H -2.745 -1.075 -1.589
H -2.302 0.902 0.981
H -1.266 2.181 -0.231
*
```


Density functional theory data (ωB97M-V with the def2-TZVPD basis set) for a cluster of 2 separate species, C10H16S in total.

Summary:
F_max	0.5	eV/A
frontier orbital gap	9.3	eV
SMILES	c1ccccc1.CCSCC
LUMO energy	0.95	eV
electronic energy	-788.81368	Ha
highest occupied orbital energy	-8.36	eV
energy relative to the best compared isomer or geometry (same formula, charge and spin)	3.1	kcal per mole

ORCA input file:
```
! RIJCOSX wB97M-V def2-TZVPD def2/J DEFGRID3
* xyz 0 1
S 1.670 1.582 -1.270
C 0.249 3.916 -1.214
C 2.901 -0.737 -0.513
C 0.728 2.789 -0.306
C 2.080 0.416 0.051
H -0.399 3.519 -2.013
H 1.108 4.428 -1.679
H -0.325 4.654 -0.629
H 3.839 -0.363 -0.957
H 3.153 -1.450 0.291
H 2.332 -1.272 -1.292
H 1.373 3.184 0.502
H -0.131 2.277 0.169
H 2.645 0.952 0.839
H 1.142 0.044 0.505
C -2.319 -0.992 -0.230
C -2.529 -0.884 1.146
C -1.655 -2.103 -0.749
C -2.073 -1.887 2.002
C -1.199 -3.107 0.107
C -1.408 -2.998 1.482
H -2.678 -0.202 -0.903
H -3.052 -0.009 1.554
H -1.490 -2.188 -1.831
H -2.238 -1.802 3.084
H -0.676 -3.981 -0.302
H -1.050 -3.788 2.156
*
```